(i)
This record from the Open Molecules 2025 dataset describes a cluster of 17 separate species, C68H187N17O17 in total. The level of theory is ωB97M-V/def2-TZVPD.

Output
- spin multiplicity = 1
- E_HOMO (eV) = -8.337
- molar mass (g mol⁻¹) = 1515.35
- Kohn-Sham gap (eV) = 8.76

Element x y z (Å)
C -0.013 -7.500 6.799
C 1.033 -7.602 5.757
C 1.191 -9.043 5.160
O 1.628 -10.021 6.148
C 2.970 -9.968 6.315
N 0.797 -6.662 4.743
H 0.115 -8.280 7.550
H -0.970 -7.546 6.279
H 0.072 -6.533 7.295
H 1.996 -7.397 6.226
H 1.807 -8.954 4.265
H 0.241 -9.348 4.722
H 3.355 -10.297 5.350
H 3.193 -10.844 6.925
H 3.324 -8.992 6.647
H 0.440 -5.783 5.092
H 1.684 -6.553 4.272
C -5.075 -2.037 2.187
C -3.560 -2.210 2.662
C -3.344 -2.756 4.021
O -3.937 -1.976 4.954
C -4.424 -2.727 6.110
N -2.941 -3.006 1.622
H -5.144 -1.472 1.257
H -5.544 -1.467 2.989
H -5.447 -3.047 2.016
H -3.181 -1.188 2.644
H -2.262 -2.849 4.114
H -3.702 -3.785 4.033
H -3.756 -3.090 6.890
H -5.056 -3.528 5.727
H -5.052 -2.062 6.704
H -2.316 -3.762 1.864
H -3.745 -3.462 1.217
C 0.226 3.703 -9.624
C 0.679 3.158 -8.323
C 2.227 3.201 -8.117
O 2.653 2.314 -7.085
C 3.055 3.111 -5.968
N 0.038 3.882 -7.291
H 0.870 3.358 -10.433
H 0.359 4.785 -9.644
H -0.799 3.461 -9.906
H 0.326 2.130 -8.238
H 2.629 4.214 -8.129
H 2.857 2.770 -8.895
H 2.209 3.751 -5.717
H 3.982 3.641 -6.188
H 3.093 2.554 -5.032
H 0.479 3.414 -6.512
H -0.935 3.623 -7.220
C 5.292 -3.366 5.429
C 3.800 -3.647 5.478
C 2.866 -2.417 5.059
O 1.463 -2.847 5.263
C 1.162 -3.188 6.537
N 3.501 -4.772 4.617
H 5.633 -3.354 4.394
H 5.793 -4.106 6.053
H 5.627 -2.394 5.792
H 3.647 -3.718 6.555
H 3.135 -2.047 4.070
H 3.175 -1.595 5.706
H 1.626 -4.145 6.776
H 0.127 -3.526 6.484
H 1.525 -2.550 7.342
H 2.525 -4.684 4.371
H 4.078 -4.670 3.794
C -6.115 -2.303 -1.648
C -4.761 -3.080 -2.170
C -3.686 -2.086 -2.369
O -4.073 -1.213 -3.415
C -3.112 -0.141 -3.570
N -4.304 -4.104 -1.206
H -6.332 -1.668 -2.508
H -5.779 -1.533 -0.954
H -6.871 -2.963 -1.223
H -4.936 -3.697 -3.051
H -2.778 -2.669 -2.525
H -3.587 -1.649 -1.375
H -2.754 -0.289 -4.588
H -2.180 -0.201 -3.008
H -3.431 0.883 -3.763
H -4.913 -4.908 -1.257
H -3.439 -4.484 -1.563
C 4.736 1.818 4.417
C 5.834 1.309 5.223
C 5.367 0.667 6.677
O 4.594 1.597 7.280
C 3.616 1.048 8.223
N 6.512 0.301 4.376
H 4.865 2.238 3.420
H 4.338 2.720 4.881
H 3.912 1.117 4.280
H 6.338 2.242 5.474
H 6.233 0.387 7.277
H 4.834 -0.253 6.439
H 4.258 0.459 8.879
H 2.772 0.461 7.862
H 3.173 1.902 8.735
H 6.857 0.528 3.454
H 7.178 -0.312 4.823
C -0.437 6.597 4.166
C 0.734 5.799 4.772
C 1.437 6.519 5.882
O 2.626 5.798 6.193
C 3.573 6.403 7.050
N 0.431 4.539 5.282
H -1.314 6.645 4.811
H -0.783 6.089 3.266
H -0.132 7.538 3.709
H 1.507 5.700 4.010
H 0.733 6.686 6.698
H 1.762 7.533 5.647
H 3.087 7.020 7.806
H 4.245 7.057 6.495
H 4.268 5.782 7.616
H 0.375 3.892 4.508
H 1.231 4.213 5.806
C 6.256 1.569 -5.949
C 5.805 0.112 -5.852
C 5.948 -0.382 -4.376
O 4.966 0.437 -3.652
C 4.832 0.068 -2.283
N 4.367 0.098 -6.136
H 7.329 1.718 -6.073
H 5.941 2.235 -5.145
H 6.001 2.075 -6.880
H 6.165 -0.605 -6.590
H 6.959 -0.238 -3.996
H 5.741 -1.448 -4.278
H 5.505 0.509 -1.547
H 4.996 -1.001 -2.147
H 3.776 0.231 -2.068
H 3.936 0.631 -6.878
H 3.934 0.416 -5.281
C -0.379 -0.267 5.629
C -1.332 0.525 4.717
C -2.659 0.880 5.330
O -3.669 0.914 4.297
C -4.953 0.912 4.849
N -0.688 1.803 4.210
H -0.104 0.393 6.452
H 0.594 -0.468 5.182
H -0.732 -1.250 5.943
H -1.520 -0.128 3.865
H -2.517 1.877 5.746
H -2.889 0.260 6.196
H -5.044 0.201 5.671
H -5.675 0.951 4.033
H -5.237 1.840 5.346
H -0.326 2.440 4.905
H -1.416 2.306 3.722
C -3.677 3.955 0.123
C -4.114 4.843 1.276
C -4.401 6.296 0.846
O -3.564 6.983 -0.082
C -4.242 7.959 -0.831
N -5.226 4.151 1.992
H -3.369 2.981 0.503
H -2.727 4.266 -0.312
H -4.453 3.843 -0.635
H -3.201 4.950 1.862
H -4.318 6.786 1.817
H -5.446 6.298 0.536
H -4.635 8.719 -0.155
H -5.158 7.688 -1.356
H -3.451 8.453 -1.395
H -5.461 4.565 2.883
H -5.160 3.143 2.001
C 1.380 6.665 0.506
C 2.804 6.493 -0.067
C 2.914 5.281 -1.114
O 4.315 4.969 -1.312
C 4.576 3.737 -2.024
N 3.158 7.785 -0.661
H 1.150 5.715 0.989
H 0.639 6.949 -0.242
H 1.433 7.371 1.334
H 3.439 6.308 0.799
H 2.502 5.325 -2.122
H 2.345 4.479 -0.643
H 4.540 2.993 -1.229
H 5.626 3.730 -2.319
H 4.000 3.603 -2.940
H 4.145 7.765 -0.873
H 2.796 7.951 -1.589
C 0.696 7.463 -6.803
C -0.181 8.254 -5.776
C -1.675 8.170 -6.146
O -2.526 8.995 -5.313
C -2.426 10.406 -5.472
N 0.053 7.668 -4.445
H 0.608 6.382 -6.919
H 1.740 7.750 -6.679
H 0.343 7.825 -7.769
H 0.053 9.319 -5.770
H -1.978 7.126 -6.059
H -1.804 8.415 -7.201
H -3.243 10.930 -4.977
H -2.589 10.624 -6.528
H -1.383 10.677 -5.310
H -0.686 7.952 -3.818
H -0.170 6.695 -4.596
C -4.031 -7.648 -3.231
C -2.827 -6.759 -3.620
C -3.144 -5.831 -4.825
O -1.979 -5.097 -5.279
C -2.291 -4.491 -6.460
N -2.382 -5.943 -2.440
H -4.212 -8.425 -3.973
H -5.010 -7.203 -3.055
H -3.703 -8.179 -2.337
H -2.039 -7.468 -3.873
H -3.880 -5.163 -4.377
H -3.822 -6.365 -5.491
H -3.136 -3.820 -6.310
H -2.415 -5.101 -7.355
H -1.421 -3.854 -6.620
H -1.973 -6.445 -1.665
H -1.711 -5.319 -2.866
C -2.327 -7.264 1.054
C -0.874 -7.732 0.903
C -0.948 -9.341 0.917
O 0.266 -10.052 0.826
C 0.239 -11.530 0.897
N -0.212 -7.139 -0.332
H -2.856 -7.484 1.981
H -2.902 -7.849 0.337
H -2.535 -6.230 0.779
H -0.239 -7.560 1.771
H -1.652 -9.691 0.163
H -1.331 -9.643 1.892
H 0.131 -11.855 1.932
H 1.129 -11.944 0.424
H -0.663 -11.810 0.353
H 0.687 -7.599 -0.321
H 0.102 -6.200 -0.132
C -3.170 1.525 -7.379
C -4.285 2.575 -7.217
C -4.352 3.063 -5.834
O -3.029 3.633 -5.666
C -3.014 4.307 -4.426
N -4.345 3.621 -8.176
H -3.122 0.939 -8.296
H -3.364 0.855 -6.541
H -2.155 1.777 -7.073
H -5.191 1.977 -7.310
H -4.521 2.302 -5.071
H -5.072 3.853 -5.622
H -1.991 4.678 -4.353
H -3.130 3.643 -3.570
H -3.744 5.087 -4.209
H -4.020 3.288 -9.072
H -3.694 4.368 -7.979
C 0.773 -1.006 1.858
C -0.299 -0.420 0.867
C 0.292 0.568 -0.132
O -0.778 1.407 -0.661
C -0.517 2.140 -1.880
N -0.829 -1.588 0.134
H 1.393 -1.754 1.363
H 0.275 -1.577 2.642
H 1.244 -0.183 2.394
H -1.212 -0.145 1.395
H 0.754 0.098 -1.000
H 1.029 1.206 0.355
H 0.276 2.878 -1.758
H -1.394 2.729 -2.149
H -0.199 1.497 -2.701
H -1.450 -2.112 0.734
H -1.443 -1.242 -0.589
C 1.127 -4.122 -2.475
C 1.768 -4.095 -1.094
C 2.780 -2.993 -0.797
O 3.366 -3.150 0.510
C 4.503 -2.313 0.603
N 0.780 -4.301 -0.084
H 1.961 -4.222 -3.170
H 0.433 -3.331 -2.762
H 0.588 -5.055 -2.636
H 2.451 -4.944 -1.083
H 2.296 -2.023 -0.912
H 3.565 -3.180 -1.531
H 4.182 -1.274 0.520
H 5.217 -2.553 -0.184
H 4.962 -2.389 1.588
H 0.117 -3.539 -0.116
H 1.245 -3.955 0.743

Löwdin population analysis, charges in e, atoms 1 to 6: -0.059, -0.507, -0.146, -0.182, -0.160, 0.055

---

(ii)
This record from the Open Molecules 2025 dataset describes a cluster of 17 separate species, C68H187N17O17 in total. The level of theory is ωB97M-V/def2-TZVPD.

Output
- spin multiplicity = 1
- E_HOMO (eV) = -8.660
- molar mass (g mol⁻¹) = 1515.35
- Kohn-Sham gap (eV) = 9.13

Element x y z (Å)
C 21.077 21.681 21.194
C 20.510 20.475 20.453
C 21.327 20.226 19.230
O 21.525 21.355 18.379
C 20.456 21.553 17.456
N 20.464 19.267 21.316
H 22.009 21.481 21.729
H 20.358 22.093 21.926
H 21.137 22.516 20.503
H 19.473 20.691 20.170
H 20.825 19.361 18.696
H 22.316 19.918 19.590
H 19.571 21.920 17.966
H 20.217 20.661 16.881
H 20.817 22.370 16.838
H 19.981 19.615 22.154
H 19.912 18.514 20.882
C 13.007 18.062 23.411
C 13.353 19.241 22.528
C 13.477 20.587 23.220
O 13.882 21.588 22.410
C 12.885 22.155 21.658
N 14.616 18.878 21.947
H 12.183 18.429 24.084
H 13.877 17.858 23.998
H 12.610 17.174 22.888
H 12.605 19.364 21.761
H 14.258 20.444 23.980
H 12.512 20.921 23.581
H 12.161 22.493 22.429
H 12.345 21.522 20.984
H 13.342 22.941 21.078
H 14.710 17.952 21.559
H 14.854 19.441 21.181
C 25.744 14.382 16.973
C 24.252 13.999 17.052
C 24.160 12.656 17.830
O 24.608 12.936 19.153
C 24.909 11.727 19.859
N 23.433 15.019 17.624
H 25.938 15.318 16.491
H 26.351 13.649 16.547
H 26.067 14.514 18.003
H 23.873 13.944 16.105
H 24.768 11.881 17.345
H 23.096 12.410 17.756
H 23.946 11.217 20.119
H 25.367 11.950 20.818
H 25.548 11.116 19.309
H 22.975 15.502 16.796
H 23.987 15.721 18.116
C 18.942 13.423 20.538
C 19.883 14.352 19.758
C 20.222 15.545 20.567
O 18.978 16.333 20.787
C 18.610 16.614 22.071
N 20.969 13.647 19.122
H 18.485 12.720 19.827
H 18.058 13.917 21.006
H 19.465 12.770 21.311
H 19.333 14.735 18.958
H 20.899 16.237 20.043
H 20.602 15.245 21.541
H 18.487 15.677 22.645
H 17.663 17.071 22.031
H 19.295 17.287 22.606
H 21.369 12.870 19.643
H 21.731 14.278 18.871
C 13.324 13.863 14.633
C 13.910 13.804 16.035
C 15.173 12.948 16.059
O 14.763 11.711 15.525
C 15.684 10.678 15.481
N 14.116 15.161 16.430
H 12.321 14.226 14.704
H 13.155 12.911 14.184
H 13.960 14.454 13.969
H 13.184 13.285 16.686
H 15.519 12.854 17.028
H 15.906 13.462 15.421
H 15.166 9.707 15.331
H 16.238 10.607 16.432
H 16.462 10.809 14.695
H 14.978 15.239 17.013
H 14.214 15.763 15.623
C 23.953 22.051 16.187
C 23.893 20.534 16.456
C 24.290 19.838 15.148
O 23.807 18.465 15.139
C 24.376 17.639 14.129
N 24.778 20.183 17.463
H 23.545 22.148 15.213
H 25.061 22.243 16.003
H 23.531 22.759 16.967
H 22.844 20.282 16.684
H 25.417 19.781 15.104
H 23.882 20.396 14.337
H 23.871 17.854 13.143
H 24.146 16.623 14.395
H 25.496 17.850 14.081
H 24.597 19.235 17.824
H 24.696 20.817 18.280
C 10.327 17.391 19.612
C 11.211 16.750 18.560
C 12.383 17.705 18.305
O 11.898 18.996 18.007
C 12.711 20.157 18.157
N 11.770 15.575 19.065
H 9.747 16.622 20.168
H 9.558 17.991 19.074
H 10.913 17.940 20.304
H 10.561 16.594 17.725
H 13.098 17.376 17.495
H 12.879 17.815 19.281
H 12.933 20.492 17.116
H 13.648 19.848 18.675
H 12.033 20.842 18.748
H 12.379 15.221 18.407
H 11.116 14.869 19.281
C 16.665 22.096 19.765
C 17.417 23.241 20.319
C 17.447 24.429 19.345
O 17.808 23.922 18.040
C 17.889 24.928 17.032
N 16.857 23.753 21.547
H 16.258 21.483 20.519
H 17.269 21.458 19.060
H 15.839 22.360 19.019
H 18.447 22.996 20.520
H 18.181 25.142 19.669
H 16.448 24.956 19.306
H 18.731 25.585 17.203
H 16.970 25.659 17.060
H 17.877 24.473 16.055
H 15.884 23.779 21.380
H 16.949 23.032 22.250
C 16.786 18.026 18.448
C 17.386 17.007 17.433
C 18.786 17.395 17.172
O 19.405 16.480 16.287
C 20.660 17.028 15.832
N 17.159 15.655 17.927
H 16.833 19.060 18.042
H 17.363 17.999 19.374
H 15.788 17.711 18.709
H 16.819 17.198 16.515
H 19.437 17.326 18.075
H 18.904 18.377 16.741
H 21.317 17.150 16.676
H 20.557 17.995 15.388
H 21.165 16.365 15.169
H 17.257 14.980 17.182
H 17.686 15.445 18.735
C 22.546 12.761 11.428
C 23.236 13.978 12.185
C 23.190 15.321 11.485
O 21.903 15.660 11.153
C 21.608 16.912 10.669
N 22.590 14.238 13.530
H 22.451 11.874 12.056
H 23.212 12.456 10.607
H 21.561 13.158 11.090
H 24.302 13.757 12.331
H 23.726 15.430 10.569
H 23.678 16.067 12.187
H 21.744 17.628 11.456
H 20.562 16.893 10.364
H 22.322 17.170 9.850
H 21.592 14.307 13.310
H 22.751 13.392 14.154
C 17.680 10.277 25.320
C 16.824 11.279 24.582
C 16.540 12.509 25.406
O 15.329 13.176 25.021
C 15.299 14.408 25.630
N 17.426 11.597 23.292
H 18.532 10.730 25.891
H 18.013 9.428 24.699
H 17.122 9.792 26.142
H 15.877 10.792 24.504
H 17.404 13.136 25.367
H 16.393 12.188 26.447
H 15.127 14.356 26.736
H 14.409 14.956 25.231
H 16.250 15.004 25.484
H 16.818 11.885 22.559
H 18.279 12.136 23.262
C 15.439 14.660 11.241
C 15.982 16.035 11.547
C 15.415 16.883 10.437
O 15.765 18.230 10.576
C 15.474 19.144 9.538
N 15.406 16.505 12.858
H 15.791 14.172 10.347
H 14.342 14.674 11.210
H 15.708 13.926 12.026
H 17.059 16.100 11.675
H 14.339 16.769 10.538
H 15.665 16.473 9.466
H 14.517 19.665 9.685
H 15.413 18.747 8.528
H 16.374 19.839 9.605
H 15.922 15.970 13.558
H 15.643 17.450 12.998
C 14.675 14.711 22.262
C 15.288 14.919 20.905
C 14.989 13.703 20.043
O 15.536 12.533 20.619
C 15.952 11.585 19.651
N 14.702 16.127 20.384
H 14.867 15.529 22.938
H 14.857 13.718 22.639
H 13.608 14.587 22.141
H 16.355 15.036 21.063
H 15.221 13.881 18.957
H 13.906 13.572 19.946
H 15.902 10.603 20.155
H 16.954 11.816 19.145
H 15.160 11.459 18.848
H 15.024 16.400 19.469
H 13.707 15.960 20.138
C 11.579 17.996 13.605
C 12.518 19.161 13.372
C 13.400 19.118 14.597
O 14.427 20.199 14.646
C 15.656 19.779 15.101
N 13.256 18.905 12.120
H 11.314 17.529 12.645
H 10.664 18.232 14.264
H 12.035 17.152 14.187
H 12.021 20.133 13.309
H 13.949 18.156 14.691
H 12.821 19.280 15.532
H 15.873 18.734 14.909
H 15.697 19.673 16.228
H 16.372 20.479 14.718
H 13.779 18.000 12.172
H 13.973 19.618 11.969
C 20.573 12.031 15.924
C 19.521 13.141 15.891
C 18.896 13.456 14.537
O 19.821 13.404 13.467
C 19.212 14.016 12.280
N 18.450 13.012 16.968
H 21.083 11.903 16.898
H 21.244 12.056 15.082
H 19.996 11.089 15.644
H 20.005 14.096 16.231
H 18.338 14.404 14.542
H 18.194 12.642 14.332
H 19.142 15.069 12.280
H 18.202 13.616 12.278
H 19.758 13.778 11.361
H 18.967 13.069 17.850
H 18.136 12.099 16.938
C 17.538 18.407 24.924
C 17.805 19.846 24.525
C 19.276 20.203 24.702
O 19.537 20.227 26.117
C 20.942 20.161 26.349
N 17.593 20.011 23.081
H 17.932 18.340 25.947
H 18.081 17.737 24.304
H 16.471 18.147 24.886
H 17.210 20.544 25.192
H 19.528 21.215 24.265
H 19.967 19.426 24.330
H 21.371 20.732 25.529
H 21.386 19.163 26.438
H 21.111 20.713 27.267
H 17.662 21.042 22.928
H 16.688 19.756 22.789
C 19.228 20.684 14.411
C 18.679 20.328 13.028
C 19.622 20.688 11.822
O 18.918 20.775 10.613
C 19.757 20.637 9.439
N 18.255 18.930 13.048
H 18.506 20.117 15.051
H 19.138 21.752 14.523
H 20.205 20.317 14.606
H 17.764 20.977 12.895
H 20.448 19.957 11.797
H 20.061 21.681 12.084
H 19.143 20.497 8.559
H 20.428 19.780 9.537
H 20.335 21.560 9.445
H 17.727 18.796 12.161
H 19.041 18.256 13.001

Löwdin population analysis, charges in e, atoms 1 to 6: -0.051, -0.450, -0.214, -0.214, -0.080, 0.070

---

(ii) is favored, and the nearest alternative lies 574.0 kJ/mol above it.